(1)
The following is a quantum chemistry calculation of C32H36N7OP2SW as an isolated structure, from the OMol25 dataset.

Last column: Mulliken charge in e.
Cartesian coordinates (Å):
1 W 0.395 0.382 -1.031  0.82
2 C -0.250 4.649 -1.437  -1.72
3 C -0.292 3.171 -1.546  0.77
4 N 0.762 2.409 -1.557  0.61
5 N 1.990 2.990 -1.675  -1.46
6 C 2.902 2.117 -1.971  0.51
7 N 4.147 2.485 -2.245  -0.32
8 S 2.526 0.373 -2.024  -0.51
9 C -1.560 2.449 -1.768  0.40
10 C -2.770 3.072 -1.966  -0.58
11 C -3.873 2.300 -2.333  -0.75
12 C -3.725 0.934 -2.492  -0.96
13 C -2.482 0.372 -2.259  0.19
14 N -1.418 1.101 -1.896  0.33
15 H 0.741 4.984 -1.153  0.38
16 H -0.985 4.991 -0.706  0.47
17 H -0.507 5.104 -2.399  0.40
18 H 4.365 3.468 -2.326  0.27
19 H 4.847 1.817 -2.525  0.22
20 H -2.860 4.144 -1.862  0.52
21 H -4.830 2.774 -2.508  0.50
22 H -4.550 0.306 -2.795  0.54
23 H -2.320 -0.691 -2.364  0.21
24 C 1.441 -4.041 -3.929  -0.93
25 N 1.617 -4.214 -2.487  0.12
26 C 0.470 -4.932 -1.942  -0.91
27 N -0.800 -4.259 -2.233  0.14
28 C -0.937 -4.087 -3.681  -0.92
29 N 0.188 -3.356 -4.263  0.15
30 C 0.198 -1.960 -3.888  -0.88
31 P 0.377 -1.831 -2.041  2.36
32 C 1.836 -2.947 -1.810  -1.29
33 C -0.960 -3.025 -1.502  -1.16
34 H 1.423 -5.026 -4.394  0.32
35 H 2.282 -3.481 -4.340  0.40
36 H 0.582 -5.045 -0.863  0.40
37 H 0.436 -5.925 -2.390  0.32
38 H -1.870 -3.568 -3.905  0.40
39 H -0.978 -5.075 -4.138  0.31
40 H -0.723 -1.473 -4.221  0.41
41 H 1.042 -1.445 -4.352  0.35
42 H 1.991 -3.118 -0.741  0.45
43 H 2.733 -2.467 -2.206  0.55
44 H -1.955 -2.614 -1.681  0.47
45 H -0.859 -3.206 -0.429  0.47
46 O -0.224 0.017 0.682  0.23
47 P -0.074 0.387 2.263  1.58
48 C 0.182 -1.090 3.184  0.42
49 C 1.467 -1.439 3.618  -0.49
50 C 1.645 -2.606 4.341  -0.84
51 C 0.555 -3.419 4.627  -0.52
52 C -0.724 -3.070 4.199  -0.84
53 C -0.917 -1.905 3.482  -0.47
54 C 1.359 1.445 2.229  0.38
55 C 2.417 1.028 1.416  -0.71
56 C 3.562 1.793 1.313  -1.02
57 C 3.650 2.979 2.038  -0.73
58 C 2.601 3.394 2.850  -0.86
59 C 1.444 2.631 2.951  -0.74
60 C -1.561 1.216 2.730  0.16
61 C -2.465 1.720 1.795  0.15
62 C -3.582 2.410 2.231  -0.74
63 C -3.789 2.607 3.593  -0.62
64 C -2.890 2.104 4.523  -0.80
65 C -1.774 1.399 4.100  -0.53
66 H 2.314 -0.794 3.423  0.44
67 H 2.630 -2.876 4.695  0.48
68 H 0.698 -4.325 5.200  0.47
69 H -1.568 -3.701 4.441  0.48
70 H -1.916 -1.622 3.172  0.45
71 H 2.358 0.059 0.922  1.14
72 H 4.388 1.463 0.698  0.56
73 H 4.546 3.582 1.979  0.50
74 H 2.684 4.315 3.409  0.49
75 H 0.627 2.965 3.578  0.52
76 H -2.312 1.554 0.735  0.17
77 H -4.300 2.789 1.516  0.48
78 H -4.664 3.147 3.930  0.45
79 H -3.061 2.250 5.581  0.46
80 H -1.090 0.988 4.832  0.53

Values from the calculation:
lowest unoccupied orbital energy	-10.069	eV
orbital gap	5.593	eV
ΔE to the lowest compared entry with this formula, charge and spin	0.0	kcal per mole
net charge	+3
HOMO level	-15.7	eV

=====

(2)
The following is a quantum chemistry calculation of C32H37AsIN2O11PSSnTe as an isolated structure, from the OMol25 dataset.

Last column: Mulliken charge in e.
Cartesian coordinates (Å):
1 Sn 0.443 -0.480 -0.695  1.07
2 C 1.124 -4.305 2.282  -0.77
3 C -0.105 -4.409 1.458  0.65
4 N -1.070 -5.174 1.878  -0.59
5 C -2.204 -5.273 1.169  -0.50
6 C -2.407 -4.652 -0.034  0.30
7 C -3.718 -4.803 -0.768  -1.04
8 O -4.674 -5.418 0.067  -0.52
9 C -1.370 -3.829 -0.566  0.61
10 C -1.430 -3.334 -1.870  -0.53
11 N -0.551 -2.482 -2.347  -0.06
12 C -0.652 -1.737 -3.413  0.99
13 C -1.801 -1.574 -4.239  -0.52
14 C -2.084 -0.588 -5.106  -0.55
15 C -1.278 0.664 -5.310  -0.53
16 C 0.206 0.435 -5.441  -0.10
17 C 0.907 -0.295 -4.591  -0.24
18 I 3.017 -0.386 -4.726  0.06
19 C -0.205 -3.607 0.254  0.50
20 O 0.715 -2.780 -0.017  -1.13
21 H 1.035 -4.959 3.146  0.38
22 H 1.272 -3.265 2.606  -0.22
23 H 1.999 -4.566 1.688  0.30
24 H -2.966 -5.905 1.602  0.48
25 H -3.565 -5.416 -1.673  0.32
26 H -4.071 -3.807 -1.077  0.37
27 H -5.507 -5.484 -0.411  0.31
28 H -2.219 -3.719 -2.517  0.33
29 H -2.543 -2.346 -4.083  0.28
30 H -3.030 -0.614 -5.628  0.41
31 H -1.619 1.150 -6.234  0.48
32 H 0.714 0.977 -6.221  0.41
33 O -4.327 -0.919 -0.563  -0.64
34 As -3.016 0.266 -0.091  -0.39
35 O -0.855 1.903 -0.446  0.25
36 O -1.730 -0.573 -0.860  0.24
37 C -3.592 1.584 -1.423  -0.33
38 C -4.904 2.039 -1.312  -0.34
39 C -5.362 3.104 -2.067  -0.74
40 C -4.488 3.783 -2.904  -0.91
41 C -3.182 3.346 -3.023  -0.57
42 C -2.754 2.246 -2.301  0.63
43 S -1.137 1.574 -2.670  1.31
44 O -0.183 2.711 -2.660  -1.13
45 O -1.593 1.603 -4.300  -0.31
46 O 0.528 -1.032 -3.547  -0.22
47 H -4.383 -1.599 0.109  0.30
48 H -5.566 1.521 -0.631  0.43
49 H -6.395 3.414 -1.996  0.41
50 H -4.826 4.639 -3.472  0.43
51 H -2.490 3.831 -3.696  0.52
52 C -1.020 4.907 -0.842  -0.63
53 O 0.244 4.318 -0.568  -0.42
54 P 0.351 2.754 -0.381  0.46
55 O 0.728 2.590 1.161  -0.29
56 C 1.780 3.337 1.745  -0.79
57 O 1.707 2.244 -1.040  0.19
58 C 2.464 3.013 -1.972  -0.69
59 H -0.936 5.959 -0.573  0.40
60 H -1.800 4.423 -0.255  0.30
61 H -1.243 4.794 -1.902  0.18
62 H 1.603 3.323 2.818  0.25
63 H 1.769 4.363 1.376  0.34
64 H 2.743 2.872 1.524  0.18
65 H 3.434 3.219 -1.518  0.21
66 H 1.938 3.933 -2.214  0.36
67 H 2.591 2.436 -2.887  0.10
68 C 5.563 0.398 6.863  -1.51
69 C 4.709 0.237 5.641  0.61
70 C 5.264 0.135 4.375  -0.98
71 C 4.482 -0.074 3.247  1.02
72 C 5.165 -0.196 1.919  -1.51
73 C 3.092 -0.183 3.375  -0.40
74 Te 1.863 -0.730 1.618  0.56
75 C 2.518 -0.047 4.645  1.29
76 C 1.037 -0.150 4.841  -1.58
77 C 3.328 0.163 5.751  -0.93
78 H 6.611 0.503 6.598  0.35
79 H 5.456 -0.471 7.510  0.32
80 H 5.254 1.273 7.432  0.35
81 H 6.337 0.198 4.262  0.26
82 H 6.233 -0.017 2.022  0.39
83 H 4.753 0.516 1.207  0.16
84 H 5.010 -1.195 1.514  0.29
85 H 0.514 0.437 4.086  0.24
86 H 0.756 0.198 5.832  0.40
87 H 0.723 -1.190 4.731  0.27
88 H 2.874 0.247 6.728  0.36

Values from the calculation:
lowest unoccupied orbital energy (alpha / beta)	-2.054 / -2.057	eV
orbital gap (alpha / beta)	4.221 / 4.217	eV
ΔE to the lowest compared entry with this formula, charge and spin	105.4	kcal per mole
net charge	0
HOMO level (alpha / beta)	-6.3 / -6.3	eV

=====

(3)
The following is a quantum chemistry calculation of C32H37BrLuN6O2S4 as an isolated structure, from the OMol25 dataset.

Last column: Mulliken charge in e.
Cartesian coordinates (Å):
1 Lu 0.046 2.109 0.300  0.60
2 C 0.777 6.345 -1.737  -0.56
3 S 2.070 6.518 -0.462  -0.22
4 C 1.790 4.904 0.269  0.33
5 S 2.348 3.543 -0.601  -0.43
6 N 1.138 4.923 1.387  -1.35
7 N 0.682 3.729 1.825  1.09
8 C 0.298 3.641 3.095  -1.09
9 C -0.268 2.450 3.568  1.01
10 C -0.521 2.241 4.950  -1.10
11 C -0.979 1.036 5.389  -0.28
12 C -1.225 0.014 4.449  -1.33
13 C -0.988 0.291 3.118  -0.43
14 N -0.534 1.445 2.648  0.48
15 H 0.731 7.267 -2.311  0.37
16 H -0.169 6.164 -1.234  0.11
17 H 1.032 5.500 -2.373  0.13
18 H 0.463 4.475 3.776  0.21
19 H -0.307 3.054 5.633  0.37
20 H -1.149 0.859 6.445  0.38
21 H -1.583 -0.959 4.756  0.43
22 H -1.170 -0.476 2.371  0.70
23 C 5.452 -3.989 -1.029  -1.64
24 C 4.334 -4.043 0.022  1.96
25 C 3.499 -5.317 -0.180  -1.68
26 C 4.978 -4.104 1.411  -2.19
27 C 3.441 -2.822 -0.151  -0.03
28 C 3.350 -1.821 0.801  -0.03
29 C 2.521 -0.750 0.570  -0.30
30 Br 2.475 0.680 1.880  -0.20
31 C 1.700 -0.566 -0.568  0.96
32 O 0.935 0.457 -0.640  0.17
33 C 1.842 -1.586 -1.560  -0.62
34 C 2.695 -2.645 -1.314  -0.61
35 C 1.142 -1.563 -2.918  2.62
36 C 0.191 -0.388 -3.123  -2.15
37 C 0.314 -2.845 -3.094  -1.89
38 C 2.219 -1.471 -4.011  -1.82
39 H 6.097 -4.867 -0.963  0.46
40 H 6.058 -3.099 -0.877  0.35
41 H 5.032 -3.944 -2.030  0.31
42 H 4.102 -6.209 -0.008  0.47
43 H 3.104 -5.366 -1.190  0.33
44 H 2.660 -5.325 0.512  0.36
45 H 5.561 -5.020 1.510  0.43
46 H 4.220 -4.094 2.189  0.43
47 H 5.646 -3.260 1.565  0.37
48 H 3.909 -1.839 1.720  0.49
49 H 2.790 -3.389 -2.092  0.11
50 H -0.601 -0.392 -2.379  0.17
51 H -0.267 -0.456 -4.111  0.52
52 H 0.718 0.560 -3.060  0.34
53 H -0.455 -2.888 -2.327  0.39
54 H 0.916 -3.749 -3.026  0.31
55 H -0.177 -2.838 -4.067  0.47
56 H 2.808 -0.570 -3.863  0.36
57 H 1.753 -1.420 -4.994  0.47
58 H 2.896 -2.322 -3.996  0.31
59 O -1.519 3.633 0.067  -0.61
60 N -2.459 3.515 -0.833  0.45
61 C -3.727 3.749 -0.485  -0.13
62 C -4.755 3.659 -1.390  -0.79
63 C -4.468 3.289 -2.706  -0.20
64 C -3.162 3.071 -3.060  -0.77
65 C -2.124 3.194 -2.125  0.33
66 S -0.502 2.968 -2.502  -0.35
67 H -3.873 3.976 0.560  0.37
68 H -5.765 3.857 -1.072  0.39
69 H -5.263 3.175 -3.429  0.35
70 H -2.879 2.776 -4.058  0.42
71 C -5.475 -3.074 1.304  -1.25
72 C -4.798 -1.737 1.473  0.94
73 C -5.038 -0.959 2.607  -0.75
74 C -4.375 0.263 2.652  -0.28
75 N -3.547 0.662 1.718  -0.26
76 C -3.327 -0.178 0.686  -0.26
77 S -2.208 0.286 -0.488  -0.07
78 N -3.965 -1.358 0.531  -0.56
79 H -6.392 -3.115 1.894  0.35
80 H -4.806 -3.865 1.649  0.24
81 H -5.703 -3.260 0.256  0.33
82 H -5.702 -1.289 3.393  0.31
83 H -4.508 0.943 3.488  0.43

Values from the calculation:
spin multiplicity	2
⟨S²⟩	0.779
lowest unoccupied orbital energy (alpha / beta)	4.073 / 4.073	eV
orbital gap (alpha / beta)	4.283 / 5.846	eV
ΔE to the lowest compared entry with this formula, charge and spin	8.7	kcal per mole
net charge	-2
HOMO level (alpha / beta)	-0.2 / -1.8	eV